Record 1
This record from the OMol25 dataset describes C38H28N7O4PbS as an isolated structure. The level of theory is ωB97M-V/def2-TZVPD.

XYZ file:
```
79
C38H28N7O4PbS (ωB97M-V/def2-TZVPD)
Pb 0.04445 -0.35662 0.48772
N -3.01505 1.13622 4.05547
C -1.85974 1.02398 3.34726
N -1.69999 1.38067 2.13010
C -2.76959 1.92814 1.43550
N -2.67572 2.33647 0.22136
N -1.52007 1.92988 -0.39998
C -1.22816 2.49521 -1.49409
C -0.14542 1.92783 -2.32404
C 0.03654 2.37725 -3.62618
C 0.98787 1.75431 -4.42249
C 1.72067 0.70963 -3.89253
C 1.48425 0.34032 -2.57085
N 0.58000 0.93214 -1.80300
C -4.06753 2.04846 2.12294
C -5.21416 2.52585 1.48780
C -6.41553 2.59720 2.16310
C -6.49159 2.18195 3.49273
C -5.37292 1.69693 4.13725
C -4.16198 1.62839 3.44897
H -3.06663 0.72619 4.97202
H -1.02761 0.57602 3.87997
H -1.80888 3.33067 -1.89383
H -0.57892 3.18074 -4.01152
H 1.13412 2.06854 -5.44841
H 2.44606 0.16192 -4.47814
H 2.02689 -0.48892 -2.12900
H -5.12695 2.82938 0.45405
H -7.29968 2.96601 1.66036
H -7.43378 2.23181 4.02351
H -5.42595 1.36305 5.16689
C 1.18014 4.38196 1.87772
C 2.55674 4.38597 1.70834
C 3.18718 3.21580 1.34075
C 2.42995 2.05562 1.14112
N 1.11212 2.05776 1.33069
C 0.50938 3.18897 1.68209
C 3.03729 0.77028 0.71101
C 4.42824 0.62317 0.68232
C 5.01395 -0.55931 0.26906
C 4.21317 -1.62274 -0.11475
C 2.83443 -1.49086 -0.07952
C 2.23678 -0.29993 0.31244
H 0.63510 5.27368 2.15577
H 3.13218 5.29160 1.85634
H 4.25502 3.21029 1.19061
H -0.56112 3.13252 1.81345
H 5.07432 1.43089 0.99625
H 6.09309 -0.64793 0.24803
H 4.65316 -2.54878 -0.46169
H 2.21729 -2.31970 -0.38611
O -1.82462 -0.68695 0.16361
O 3.79835 -3.33605 -4.31497
S 2.70352 -2.39807 -4.40382
O 2.88121 -1.29956 -5.32680
N 2.22967 -1.88233 -2.95810
C 0.98925 -2.28619 -2.65366
O 0.35902 -2.02051 -1.62297
C 0.35666 -3.12375 -3.74019
C -0.90672 -3.68551 -3.75101
C -1.28240 -4.41592 -4.87220
C -0.41185 -4.57185 -5.94961
C 0.85528 -3.99871 -5.93374
C 1.20882 -3.27744 -4.81118
H -1.56476 -3.54156 -2.90332
H -2.26513 -4.86948 -4.91401
H -0.72937 -5.14516 -6.81219
H 1.53654 -4.11058 -6.76706
C 0.12173 -3.01677 4.91883
C -1.04852 -2.73814 4.22037
C -0.99567 -2.00079 3.04295
C 0.21169 -1.51407 2.53036
C 1.37050 -1.81797 3.24319
C 1.33423 -2.55849 4.42277
H 0.08946 -3.59768 5.83357
H -1.99900 -3.11246 4.58795
H -1.90167 -1.80894 2.47135
H 2.33591 -1.47250 2.88094
H 2.25447 -2.78148 4.95209
```

Output
orbital gap: 6.876 eV
charge: -1
max |F|: 2.7 eV/Å
E: -2740.07318 Ha

---

Record 2
This record from the OMol25 dataset describes C38H29BrClN5O3V as an isolated structure. The level of theory is ωB97M-V/def2-TZVPD.

XYZ file:
```
78
C38H29BrClN5O3V (ωB97M-V/def2-TZVPD)
V 0.35523 -0.87458 1.42174
O -2.72844 0.99119 -3.37591
C -3.18827 -0.16098 -2.81359
C -4.23676 -0.82570 -3.43542
C -4.77114 -1.96379 -2.84860
C -4.26859 -2.43515 -1.64320
C -3.19881 -1.78198 -1.04521
C -2.63594 -0.66010 -1.63176
C -1.39988 -0.00086 -1.04738
O -0.88703 -0.71210 -0.02152
N -1.76164 1.39562 -0.67890
N -0.60502 2.02449 -0.23966
C -0.56606 2.35779 0.98363
C 0.59100 2.97330 1.62587
Br 0.41031 2.89406 3.53045
C 1.69983 3.55058 1.15401
C 2.15590 3.87089 -0.20673
C 1.96249 3.07579 -1.33857
C 2.50145 3.45422 -2.55996
C 3.23411 4.62562 -2.68073
C 3.44398 5.41813 -1.56041
C 2.92082 5.03562 -0.33775
H -2.22024 1.46806 -2.69449
H -4.63003 -0.42551 -4.36144
H -5.59399 -2.47629 -3.33272
H -4.69322 -3.31659 -1.17909
H -2.75230 -2.15369 -0.13093
H -0.66135 0.12198 -1.85976
H -2.47049 1.34896 0.06033
H -1.40646 2.13030 1.64377
H 2.39025 3.89445 1.91776
H 1.40518 2.15814 -1.25747
H 2.34602 2.81905 -3.42397
H 3.64983 4.91413 -3.63828
H 4.02972 6.32565 -1.63574
H 3.11425 5.63927 0.54171
Cl 6.35087 3.42123 1.14056
C 5.04232 2.30060 1.47146
C 4.60676 2.14590 2.78541
C 3.54937 1.28219 3.03057
C 2.92201 0.58998 1.99419
O 1.88541 -0.18472 2.26928
C 3.40737 0.71425 0.66119
C 2.85946 -0.03770 -0.40059
N 1.83535 -0.88873 -0.26941
C 1.42166 -1.62644 -1.33425
C 1.66537 -1.38419 -2.68748
C 1.07812 -2.18158 -3.67678
C 0.25170 -3.23416 -3.36742
C 0.00622 -3.53983 -2.00655
C -0.84782 -4.57765 -1.59069
C -1.03507 -4.81382 -0.25289
C -0.36092 -4.00876 0.67115
N 0.44184 -3.02165 0.32441
C 0.61472 -2.75869 -0.99365
C 4.47952 1.60754 0.43191
H 5.08216 2.69699 3.58504
H 3.16105 1.14634 4.03150
H 3.36136 0.05384 -1.36187
H 2.26047 -0.53300 -2.99051
H 1.26527 -1.93504 -4.71568
H -0.22704 -3.82414 -4.13893
H -1.36254 -5.16800 -2.34027
H -1.69512 -5.59515 0.09962
H -0.48356 -4.17831 1.73499
H 4.84922 1.75491 -0.57599
N -0.71597 -1.14923 2.69712
C -1.91946 -1.36173 3.29337
C -2.26843 -2.62256 3.81147
C -3.51000 -2.83299 4.38688
C -4.43512 -1.80067 4.47729
C -4.09795 -0.54646 3.98328
C -2.86299 -0.32378 3.39950
H -1.54262 -3.42340 3.74742
H -3.75860 -3.81505 4.77244
H -5.40424 -1.97045 4.92902
H -4.80876 0.26895 4.05143
H -2.59611 0.65519 3.02236
```

Output
<S²>: 2.11
orbital gap (spin up / spin down): 4.807 / 7.188 eV
charge: -1
spin multiplicity: 3
max |F|: 1.5 eV/Å
E: -5943.27052 Ha

---

Record 3
This record from the OMol25 dataset describes C38H29BrNO6PtSeTe as an isolated structure. The level of theory is ωB97M-V/def2-TZVPD.

XYZ file:
```
78
C38H29BrNO6PtSeTe (ωB97M-V/def2-TZVPD)
Pt -0.26614 -0.08145 1.68230
Br -0.10708 1.98129 3.83936
C 1.47168 1.05751 4.38717
C 2.28105 1.71889 5.28222
C 3.40485 1.08029 5.80761
C 3.66393 -0.23197 5.44444
C 2.84274 -0.90913 4.55395
C 3.13077 -2.29366 4.20634
C 2.32712 -3.00592 3.41785
C 1.07765 -2.42356 2.84650
C 0.94279 -0.93549 2.96056
C 1.71583 -0.26925 3.94768
H 2.02981 2.72725 5.58072
H 4.04886 1.60208 6.50321
H 4.52123 -0.75292 5.85760
H 4.02426 -2.73858 4.63263
H 2.53326 -4.04771 3.20135
H 0.95074 -2.72337 1.80481
O -3.01888 -6.58629 2.54572
C -2.40288 -5.55355 2.47782
C -2.42195 -4.57380 1.31156
O -3.04823 -4.70180 0.29079
C -1.52252 -3.43396 1.69344
C -0.92389 -3.78763 2.93572
O -0.02578 -3.05056 3.61039
C -1.44466 -4.99776 3.50858
O -1.18436 -5.52225 4.58136
O -1.35188 -2.40464 1.01941
Se 1.52893 0.66857 0.29917
C 5.12023 2.50693 -5.23228
C 3.90652 2.27171 -4.37166
C 3.52337 0.99103 -3.99812
C 2.40124 0.75183 -3.20939
C 2.09433 -0.68679 -2.88269
C 1.61191 1.82373 -2.74754
Te -0.18498 1.68361 -1.27249
N -1.42938 0.88790 0.25401
C -2.63974 1.38330 0.13435
O -2.98994 2.14557 -0.80481
C -3.65521 1.08409 1.21967
C -4.68513 1.99435 1.43956
C -5.61274 1.78197 2.44768
C -5.53617 0.64033 3.23670
C -4.53488 -0.29010 2.99993
C -3.60205 -0.06857 1.99647
C -1.07177 0.22629 -2.52893
C -1.33613 -1.02168 -1.98651
C -1.93797 -2.00010 -2.76606
C -2.27312 -1.71573 -4.08154
C -2.03719 -0.44958 -4.60162
C -1.44651 0.54682 -3.82993
C -1.26045 1.93461 -4.37377
C 2.00097 3.11587 -3.12920
C 1.26409 4.37545 -2.71928
C 3.12687 3.32323 -3.92912
H 5.70866 1.59464 -5.33528
H 5.76564 3.27827 -4.80745
H 4.83708 2.83477 -6.23605
H 4.12224 0.14567 -4.32485
H 2.95128 -1.31856 -3.12199
H 1.24061 -1.04776 -3.45512
H 1.85291 -0.81380 -1.82775
H -4.72730 2.86644 0.79943
H -6.40178 2.50587 2.61779
H -6.26355 0.46876 4.02161
H -4.48372 -1.19960 3.58566
H -2.86568 -0.83610 1.76888
H -1.09670 -1.23236 -0.94510
H -2.15551 -2.96679 -2.33133
H -2.73975 -2.47306 -4.70021
H -2.33100 -0.22025 -5.62046
H -1.64642 2.00806 -5.39154
H -0.20681 2.22413 -4.38125
H -1.80392 2.64551 -3.74598
H 0.34106 4.18458 -2.17988
H 1.01380 4.96846 -3.60308
H 1.89733 4.99515 -2.08002
H 3.39812 4.34128 -4.19969
```

Output
<S²>: 0.79
orbital gap (spin up / spin down): 5.803 / 6.377 eV
charge: -2
spin multiplicity: 2
max |F|: 0.4 eV/Å
E: -7334.43574 Ha

---

Number 1 is which compound? C38H28N7O4PbS

---

What is the E in the first record? -2740.07318 Ha

---

The highest E belongs to which entry? C38H28N7O4PbS

---

Please write out number 3 again, unchanged.
This record from the OMol25 dataset describes C38H29BrNO6PtSeTe as an isolated structure. The level of theory is ωB97M-V/def2-TZVPD.

XYZ file:
```
78
C38H29BrNO6PtSeTe (ωB97M-V/def2-TZVPD)
Pt -0.26614 -0.08145 1.68230
Br -0.10708 1.98129 3.83936
C 1.47168 1.05751 4.38717
C 2.28105 1.71889 5.28222
C 3.40485 1.08029 5.80761
C 3.66393 -0.23197 5.44444
C 2.84274 -0.90913 4.55395
C 3.13077 -2.29366 4.20634
C 2.32712 -3.00592 3.41785
C 1.07765 -2.42356 2.84650
C 0.94279 -0.93549 2.96056
C 1.71583 -0.26925 3.94768
H 2.02981 2.72725 5.58072
H 4.04886 1.60208 6.50321
H 4.52123 -0.75292 5.85760
H 4.02426 -2.73858 4.63263
H 2.53326 -4.04771 3.20135
H 0.95074 -2.72337 1.80481
O -3.01888 -6.58629 2.54572
C -2.40288 -5.55355 2.47782
C -2.42195 -4.57380 1.31156
O -3.04823 -4.70180 0.29079
C -1.52252 -3.43396 1.69344
C -0.92389 -3.78763 2.93572
O -0.02578 -3.05056 3.61039
C -1.44466 -4.99776 3.50858
O -1.18436 -5.52225 4.58136
O -1.35188 -2.40464 1.01941
Se 1.52893 0.66857 0.29917
C 5.12023 2.50693 -5.23228
C 3.90652 2.27171 -4.37166
C 3.52337 0.99103 -3.99812
C 2.40124 0.75183 -3.20939
C 2.09433 -0.68679 -2.88269
C 1.61191 1.82373 -2.74754
Te -0.18498 1.68361 -1.27249
N -1.42938 0.88790 0.25401
C -2.63974 1.38330 0.13435
O -2.98994 2.14557 -0.80481
C -3.65521 1.08409 1.21967
C -4.68513 1.99435 1.43956
C -5.61274 1.78197 2.44768
C -5.53617 0.64033 3.23670
C -4.53488 -0.29010 2.99993
C -3.60205 -0.06857 1.99647
C -1.07177 0.22629 -2.52893
C -1.33613 -1.02168 -1.98651
C -1.93797 -2.00010 -2.76606
C -2.27312 -1.71573 -4.08154
C -2.03719 -0.44958 -4.60162
C -1.44651 0.54682 -3.82993
C -1.26045 1.93461 -4.37377
C 2.00097 3.11587 -3.12920
C 1.26409 4.37545 -2.71928
C 3.12687 3.32323 -3.92912
H 5.70866 1.59464 -5.33528
H 5.76564 3.27827 -4.80745
H 4.83708 2.83477 -6.23605
H 4.12224 0.14567 -4.32485
H 2.95128 -1.31856 -3.12199
H 1.24061 -1.04776 -3.45512
H 1.85291 -0.81380 -1.82775
H -4.72730 2.86644 0.79943
H -6.40178 2.50587 2.61779
H -6.26355 0.46876 4.02161
H -4.48372 -1.19960 3.58566
H -2.86568 -0.83610 1.76888
H -1.09670 -1.23236 -0.94510
H -2.15551 -2.96679 -2.33133
H -2.73975 -2.47306 -4.70021
H -2.33100 -0.22025 -5.62046
H -1.64642 2.00806 -5.39154
H -0.20681 2.22413 -4.38125
H -1.80392 2.64551 -3.74598
H 0.34106 4.18458 -2.17988
H 1.01380 4.96846 -3.60308
H 1.89733 4.99515 -2.08002
H 3.39812 4.34128 -4.19969
```

Output
<S²>: 0.79
orbital gap (spin up / spin down): 5.803 / 6.377 eV
charge: -2
spin multiplicity: 2
max |F|: 0.4 eV/Å
E: -7334.43574 Ha